# 1
Here is a cluster of 7 separate species, C54H116N6O7 in total in a non-equilibrium geometry from OMol25. Energies are from ωB97M-V/def2-TZVPD.

SMILES: CC1(C)CCCC(C)(C)N1O.CC1(C)CCCC(C)(C)N1O.CC1(C)CCCC(C)(C)N1O.CC1(C)CCCC(C)(C)N1O.CC1(C)CCCC(C)(C)N1O.CC1(C)CCCC(C)(C)N1O.O
Kohn-Sham gap: 7.6 eV
Charge: 0
Energy relative to the best compared isomer or geometry (same formula, charge and spin): 168.64 kcal/mol

```
183
Properties=species:S:1:pos:R:3:lowdin_charge:R:1
O -1.446 -3.004 -1.110 -0.0398
H -1.722 -2.172 -1.495 -0.0035
H -0.832 -2.757 -0.418 -0.0075
C 1.279 0.542 -2.781 -0.0280
C 1.973 0.513 -1.384 -0.4841
C 2.032 1.992 -0.925 -0.1155
C 2.089 2.237 0.606 -0.1964
C 0.986 1.445 1.235 -0.1329
C 1.128 -0.098 0.918 -0.4057
N 1.292 -0.364 -0.496 -0.1687
O 1.158 -1.650 -0.945 0.0226
C 2.400 -0.638 1.766 -0.0087
C -0.218 -0.792 1.395 -0.0131
C 3.430 0.073 -1.626 -0.0086
H 1.790 1.309 -3.362 0.0825
H 0.241 0.855 -2.892 0.0707
H 1.363 -0.425 -3.278 0.0741
H 2.938 2.543 -1.176 0.1180
H 1.115 2.501 -1.219 0.1123
H 1.988 3.306 0.795 0.0804
H 3.080 2.058 1.024 0.1123
H 0.043 1.816 0.833 0.1254
H 1.169 1.441 2.310 0.1101
H 2.240 -0.518 2.838 0.0725
H 2.584 -1.697 1.585 0.0614
H 3.396 -0.240 1.572 0.0698
H -0.133 -1.877 1.333 0.0471
H -0.243 -0.796 2.485 0.0537
H -1.136 -0.511 0.878 0.0921
H 4.223 0.741 -1.289 0.0800
H 3.597 -0.057 -2.695 0.0637
H 3.669 -0.765 -0.971 0.0755
H 2.023 -1.945 -0.650 0.0881
C -5.262 -0.562 -4.071 -0.0233
C -4.247 -0.442 -2.940 -0.4445
C -4.439 0.994 -2.300 -0.1514
C -5.562 1.086 -1.349 -0.2137
C -5.562 -0.038 -0.282 -0.1200
C -5.450 -1.485 -0.890 -0.4534
N -4.418 -1.516 -1.883 -0.1270
O -4.251 -2.746 -2.471 0.0035
C -5.028 -2.381 0.310 -0.0412
C -6.971 -1.863 -1.341 -0.0105
C -2.790 -0.450 -3.363 -0.0407
H -5.294 -1.465 -4.680 0.0870
H -5.110 0.309 -4.709 0.0840
H -6.286 -0.454 -3.712 0.0675
H -3.597 1.205 -1.641 0.1204
H -4.607 1.726 -3.089 0.1227
H -6.510 1.329 -1.828 0.1085
H -5.476 2.040 -0.828 0.1071
H -6.439 0.102 0.350 0.1130
H -4.855 0.117 0.532 0.0990
H -4.044 -2.111 0.691 0.0668
H -5.745 -2.565 1.110 0.0836
H -4.732 -3.371 -0.037 0.0717
H -7.268 -1.048 -2.000 0.0470
H -7.104 -2.768 -1.934 0.0700
H -7.688 -1.971 -0.526 0.0709
H -2.352 0.513 -3.626 0.0781
H -2.577 -1.120 -4.196 0.0911
H -2.049 -0.694 -2.602 0.0606
H -3.454 -3.093 -2.063 0.0718
C -3.223 2.574 7.480 -0.0434
C -2.855 2.673 5.978 -0.4347
C -1.301 2.838 5.732 -0.1429
C -0.394 1.626 5.963 -0.1446
C -0.969 0.562 4.957 -0.1219
C -2.496 0.189 5.176 -0.4207
N -3.338 1.434 5.333 -0.2175
O -4.656 1.258 5.287 0.0058
C -3.031 -0.561 3.922 -0.0279
C -2.620 -0.562 6.585 -0.0200
C -3.698 3.887 5.406 -0.0296
H -2.755 3.308 8.136 0.0811
H -3.336 1.601 7.957 0.0666
H -4.277 2.782 7.667 0.0708
H -1.206 3.162 4.696 0.0967
H -0.995 3.661 6.377 0.1119
H -0.422 1.403 7.030 0.1044
H 0.628 1.884 5.687 0.1019
H -0.482 -0.412 5.003 0.1069
H -0.924 0.955 3.941 0.0944
H -2.369 -1.330 3.522 0.0738
H -3.965 -1.103 4.073 0.0807
H -3.304 0.247 3.243 0.0808
H -3.671 -0.694 6.842 0.0776
H -2.169 -1.500 6.259 0.0699
H -2.071 -0.114 7.413 0.0619
H -3.241 4.763 5.867 0.0733
H -4.724 3.931 5.770 0.0709
H -3.704 4.006 4.323 0.0765
H -4.749 1.103 4.345 0.0930
C 4.196 1.062 -9.164 -0.0456
C 4.698 -0.084 -8.247 -0.4627
C 5.083 0.775 -7.019 -0.1838
C 5.601 -0.029 -5.893 -0.2099
C 4.481 -0.970 -5.499 -0.1563
C 3.983 -1.878 -6.641 -0.4967
N 3.742 -1.092 -7.829 -0.0730
O 3.228 -1.907 -8.907 -0.0020
C 4.829 -3.165 -6.810 -0.0241
C 2.654 -2.366 -6.049 -0.0526
C 6.079 -0.676 -8.826 -0.0108
H 3.796 0.543 -10.034 0.0707
H 4.879 1.837 -9.512 0.0898
H 3.266 1.498 -8.798 0.0814
H 5.889 1.482 -7.217 0.1262
H 4.157 1.253 -6.699 0.1217
H 5.863 0.541 -5.001 0.1145
H 6.523 -0.551 -6.150 0.1086
H 3.752 -0.251 -5.126 0.1061
H 4.829 -1.541 -4.638 0.1199
H 5.821 -2.979 -7.222 0.0590
H 5.094 -3.568 -5.832 0.0854
H 4.506 -3.929 -7.518 0.0834
H 2.706 -2.582 -4.982 0.0804
H 1.878 -1.607 -6.148 0.0862
H 2.326 -3.300 -6.508 0.0785
H 6.756 0.157 -9.018 0.0723
H 5.838 -1.129 -9.788 0.0784
H 6.687 -1.263 -8.139 0.0541
H 2.271 -1.851 -8.962 0.0973
C 3.004 8.039 0.832 -0.0546
C 1.584 7.734 1.176 -0.5098
C 1.212 6.478 0.292 -0.1326
C 0.035 5.690 0.745 -0.2036
C 0.345 5.212 2.119 -0.1508
C 0.631 6.381 3.131 -0.4531
N 1.677 7.338 2.578 -0.1390
O 1.988 8.338 3.469 0.0089
C -0.692 7.020 3.575 -0.0280
C 1.236 5.725 4.383 -0.0440
C 0.651 8.958 0.935 -0.0046
H 3.044 7.945 -0.253 0.0834
H 3.755 7.321 1.160 0.0959
H 3.276 9.026 1.208 0.0880
H 0.858 6.927 -0.636 0.1192
H 2.017 5.773 0.085 0.1213
H -0.035 4.793 0.130 0.1055
H -0.887 6.242 0.559 0.1186
H 1.305 4.712 2.246 0.1027
H -0.346 4.430 2.436 0.1156
H -0.614 7.806 4.326 0.0822
H -1.159 7.464 2.696 0.0648
H -1.419 6.280 3.909 0.0786
H 2.187 5.195 4.333 0.0841
H 1.258 6.411 5.229 0.0851
H 0.661 4.815 4.555 0.0571
H -0.397 8.661 0.898 0.0759
H 0.938 9.259 -0.072 0.0855
H 0.874 9.806 1.584 0.0790
H 1.382 9.035 3.207 0.0722
C -0.525 -8.015 -0.678 -0.0295
C 0.372 -7.270 0.406 -0.4952
C 0.314 -5.800 0.106 -0.1401
C 1.071 -5.011 1.179 -0.1975
C 0.504 -5.179 2.555 -0.1444
C 0.275 -6.757 2.879 -0.4005
N -0.093 -7.570 1.762 -0.1047
O -0.237 -8.960 2.068 0.0130
C 1.664 -7.062 3.506 -0.0491
C -0.838 -6.710 4.059 -0.0253
C 1.810 -7.790 0.119 -0.0371
H -0.352 -7.789 -1.730 0.0785
H -1.580 -7.963 -0.411 0.0813
H -0.251 -9.068 -0.747 0.0687
H 0.525 -5.612 -0.947 0.1284
H -0.722 -5.533 0.316 0.1231
H 0.943 -3.943 0.998 0.0848
H 2.109 -5.342 1.225 0.1071
H -0.350 -4.531 2.751 0.1061
H 1.309 -4.694 3.107 0.1043
H 2.469 -7.365 2.837 0.0714
H 2.090 -6.305 4.164 0.0769
H 1.605 -7.836 4.271 0.0692
H -0.939 -5.863 4.738 0.0694
H -1.842 -7.090 3.870 0.0688
H -0.544 -7.357 4.885 0.0561
H 1.943 -8.823 0.439 0.0852
H 2.611 -7.342 0.708 0.0534
H 2.012 -7.538 -0.922 0.0876
H -1.147 -9.035 2.367 0.0963
```

---

# 2
Here is a cluster of 8 separate species, C54H120Cl2N6 in total in a non-equilibrium geometry from OMol25. Energies are from ωB97M-V/def2-TZVPD.

Kohn-Sham gap: 6.4 eV
Charge: +4

```
182
Properties=species:S:1:pos:R:3:lowdin_charge:R:1
C 13.714 10.815 12.500 -0.0881
C 13.088 11.093 13.873 -0.2470
C 13.445 9.941 14.755 -0.1209
N 13.122 10.302 16.216 -0.2192
C 13.147 8.930 17.092 -0.0390
C 11.942 8.039 16.765 -0.1872
C 10.589 8.696 16.923 -0.1529
C 10.565 10.005 16.015 -0.1343
C 11.679 10.899 16.452 -0.1232
C 14.092 11.288 16.722 -0.0281
H 13.253 9.905 12.098 0.0856
H 14.799 10.644 12.536 0.0525
H 13.484 11.593 11.771 0.0585
H 12.005 11.255 13.837 0.1021
H 13.516 12.046 14.205 0.0726
H 14.533 9.804 14.719 0.1170
H 12.987 8.989 14.500 0.1285
H 14.081 8.396 16.950 0.1355
H 13.032 9.264 18.123 0.1269
H 12.064 7.697 15.741 0.1072
H 12.007 7.134 17.371 0.1325
H 9.823 7.971 16.665 0.1177
H 10.392 8.959 17.971 0.1198
H 10.761 9.743 14.963 0.1175
H 9.606 10.512 16.077 0.1259
H 11.652 11.852 15.909 0.0857
H 11.648 11.142 17.514 0.1291
H 14.023 12.112 16.019 0.0598
H 15.082 10.843 16.595 0.0870
H 13.889 11.633 17.740 0.1095
C 18.304 19.068 18.018 -0.0787
C 17.578 19.108 16.697 -0.2575
C 18.446 19.900 15.781 -0.1641
N 17.870 20.090 14.412 -0.2367
C 18.934 20.784 13.570 -0.0800
C 18.477 20.866 12.105 -0.1425
C 18.278 19.432 11.619 -0.1840
C 17.179 18.724 12.385 -0.1696
C 17.560 18.658 13.844 -0.0869
C 16.563 20.886 14.497 0.0557
H 17.894 18.353 18.727 0.0616
H 18.291 20.028 18.519 0.0915
H 19.346 18.800 17.868 0.0948
H 16.597 19.583 16.811 0.1077
H 17.437 18.061 16.389 0.1112
H 19.467 19.497 15.691 0.1543
H 18.533 20.890 16.237 0.1508
H 19.853 20.195 13.638 0.1413
H 19.102 21.731 14.097 0.1496
H 19.165 21.427 11.483 0.1341
H 17.569 21.469 12.065 0.1117
H 19.274 18.975 11.744 0.1259
H 18.080 19.417 10.535 0.1315
H 16.991 17.747 11.931 0.1087
H 16.247 19.306 12.326 0.1192
H 18.510 18.135 13.968 0.1458
H 16.768 18.164 14.401 0.1047
H 16.233 21.072 13.485 0.0879
H 16.723 21.822 15.025 0.1253
H 15.857 20.254 15.031 0.0918
C 10.952 16.389 21.407 -0.0980
C 11.919 17.251 22.071 -0.2466
C 13.168 17.301 21.207 -0.0893
N 14.280 18.247 21.803 -0.2482
C 14.619 17.868 23.269 -0.0895
C 15.240 16.495 23.406 -0.1319
C 16.495 16.449 22.512 -0.1628
C 16.181 16.704 21.032 -0.1615
C 15.575 18.096 20.987 -0.1280
C 13.836 19.647 21.759 0.0028
H 10.001 16.329 21.951 0.1085
H 11.280 15.344 21.384 0.0973
H 10.721 16.655 20.375 0.0565
H 12.197 16.840 23.037 0.1179
H 11.454 18.224 22.278 0.1295
H 12.939 17.666 20.206 0.1149
H 13.641 16.329 21.196 0.1085
H 13.710 17.969 23.850 0.1282
H 15.269 18.710 23.565 0.1474
H 14.479 15.767 23.103 0.1185
H 15.505 16.180 24.426 0.1448
H 16.965 15.474 22.544 0.1198
H 17.260 17.172 22.844 0.1370
H 15.452 16.041 20.549 0.1070
H 17.101 16.637 20.437 0.1211
H 15.334 18.385 19.965 0.1125
H 16.196 18.894 21.391 0.1378
H 12.910 19.787 22.324 0.1156
H 13.715 19.957 20.730 0.1075
H 14.608 20.279 22.213 0.1212
C 20.889 13.076 13.615 -0.1104
C 20.387 14.094 12.713 -0.2562
C 19.819 13.326 11.510 -0.1175
N 19.364 14.193 10.337 -0.2440
C 18.163 15.110 10.765 -0.1162
C 16.942 14.345 11.095 -0.1647
C 16.563 13.493 9.808 -0.1419
C 17.700 12.498 9.457 -0.1423
C 18.960 13.252 9.216 -0.1227
C 20.510 15.039 9.857 0.0271
H 21.654 12.485 13.119 0.0970
H 20.059 12.401 13.876 0.0577
H 21.300 13.412 14.558 0.0895
H 21.199 14.740 12.371 0.1077
H 19.604 14.724 13.154 0.1075
H 19.026 12.654 11.840 0.1092
H 20.585 12.690 11.053 0.1445
H 18.468 15.665 11.653 0.1053
H 18.068 15.794 9.922 0.1358
H 17.084 13.728 11.995 0.0874
H 16.143 15.061 11.303 0.0933
H 15.666 12.892 9.979 0.1115
H 16.348 14.221 9.031 0.1025
H 17.821 11.852 10.325 0.1198
H 17.462 11.850 8.610 0.1400
H 19.817 12.592 9.096 0.1419
H 18.878 13.859 8.309 0.1443
H 20.167 15.517 8.948 0.1052
H 21.321 14.373 9.582 0.1235
H 20.736 15.777 10.637 0.1049
C 15.478 14.402 14.582 -0.1236
C 14.719 15.729 14.983 -0.2284
C 13.548 15.322 15.822 -0.1664
N 12.822 16.542 16.320 -0.2225
C 12.330 17.332 15.084 -0.1013
C 11.402 18.472 15.541 -0.1489
C 10.273 17.939 16.441 -0.1634
C 10.812 17.140 17.633 -0.1786
C 11.608 15.961 17.139 -0.0886
C 13.791 17.324 17.115 -0.0119
H 16.307 14.595 13.910 0.0339
H 14.773 13.712 14.101 0.0498
H 15.894 13.871 15.434 0.0304
H 14.445 16.239 14.062 0.0925
H 15.449 16.342 15.482 0.0714
H 13.921 14.730 16.663 0.1418
H 12.869 14.725 15.217 0.0823
H 11.799 16.562 14.520 0.0668
H 13.117 17.782 14.509 0.1081
H 11.009 19.098 14.716 0.1212
H 11.969 19.218 16.137 0.1130
H 9.591 17.276 15.875 0.1205
H 9.708 18.820 16.763 0.1260
H 10.032 16.755 18.295 0.1233
H 11.480 17.769 18.252 0.0935
H 11.091 15.337 16.397 0.0131
H 11.990 15.371 17.988 0.1391
H 14.599 17.643 16.457 0.0770
H 14.213 16.711 17.927 0.1179
H 13.324 18.226 17.490 0.0849
C 8.273 18.365 12.846 -0.0879
C 9.104 17.150 12.450 -0.2691
C 9.931 17.610 11.297 -0.1829
N 10.837 16.563 10.754 -0.2363
C 11.512 17.218 9.522 -0.0877
C 12.525 16.324 8.901 -0.1391
C 13.583 15.934 9.984 -0.1817
C 12.922 15.257 11.159 -0.1647
C 11.900 16.171 11.803 -0.1211
C 9.953 15.365 10.498 0.0421
H 7.670 18.125 13.721 0.0842
H 7.575 18.630 12.027 0.0972
H 8.873 19.278 13.065 0.0833
H 8.426 16.342 12.183 0.1142
H 9.619 16.786 13.346 0.0545
H 10.438 18.486 11.688 0.1306
H 9.257 17.961 10.494 0.1547
H 11.927 18.172 9.840 0.1399
H 10.652 17.412 8.867 0.1458
H 12.998 16.773 8.027 0.1355
H 12.102 15.364 8.626 0.1159
H 14.090 16.866 10.240 0.1098
H 14.347 15.269 9.595 0.0895
H 13.611 14.804 11.869 0.1082
H 12.355 14.400 10.761 0.1209
H 12.339 17.100 12.212 0.1300
H 11.313 15.666 12.596 0.0231
H 10.553 14.645 9.941 0.0984
H 9.084 15.670 9.903 0.1332
H 9.646 14.953 11.464 0.0869
Cl 17.132 11.557 14.388 -0.4459
Cl 10.261 14.249 14.430 -0.2291
```

---

E_HOMO across the listed records, respectively: -7.4 -14.4 eV.
E_LUMO across the listed records, respectively: 0.0088 -0.2945 Eh.